Entry 1:
This record from the OMol25 dataset describes C29H32KN3O2P2S as an isolated structure. The level of theory is the ωB97M-V functional and the def2-TZVPD basis.

```
70
C29H32KN3O2P2S | the OMol25 dataset | the ωB97M-V functional and the def2-TZVPD basis
K -1.919 -3.123 -2.030
C 2.561 2.391 4.066
S 3.652 2.216 2.637
C 2.422 2.177 1.304
C 1.598 0.897 1.283
C 0.583 0.936 0.127
N 0.051 -0.362 -0.313
P 0.814 -1.259 -1.570
C 2.561 -1.364 -0.995
C 2.904 -2.495 -0.257
C 4.150 -2.604 0.348
C 5.074 -1.580 0.208
C 4.754 -0.458 -0.545
C 3.508 -0.350 -1.143
C 0.959 -0.067 -2.946
C -0.065 0.837 -3.225
C -0.030 1.607 -4.378
C 1.021 1.476 -5.276
C 2.035 0.564 -5.019
C 2.005 -0.206 -3.865
P -1.176 -1.191 0.529
C -0.647 -1.105 2.287
C 0.328 -2.020 2.680
C 0.864 -1.981 3.960
C 0.405 -1.038 4.869
C -0.583 -0.137 4.496
C -1.105 -0.162 3.209
C -2.646 -0.105 0.553
C -2.821 0.986 -0.293
C -4.040 1.649 -0.343
C -5.098 1.234 0.454
C -4.933 0.145 1.302
C -3.718 -0.521 1.347
H 3.202 2.519 4.936
H 1.943 1.505 4.202
H 1.928 3.271 3.957
H 3.004 2.270 0.384
H 1.784 3.061 1.380
H 1.077 0.787 2.233
H 2.266 0.043 1.189
H 1.049 1.406 -0.744
H -0.251 1.582 0.415
H 2.179 -3.296 -0.153
H 4.400 -3.486 0.924
H 6.045 -1.654 0.682
H 5.477 0.341 -0.656
H 3.264 0.534 -1.720
H -0.928 0.908 -2.577
H -0.853 2.283 -4.574
H 1.047 2.075 -6.178
H 2.855 0.449 -5.718
H 2.798 -0.920 -3.681
H 0.682 -2.753 1.964
H 1.634 -2.685 4.248
H 0.816 -1.009 5.871
H -0.941 0.600 5.205
H -1.856 0.559 2.916
H -2.025 1.298 -0.956
H -4.164 2.465 -1.043
H -6.050 1.749 0.414
H -5.751 -0.187 1.930
H -3.596 -1.378 2.003
N -4.778 -1.957 -2.052
N -4.671 -0.823 -2.897
C -3.373 -0.217 -3.021
O -3.369 0.951 -3.424
O -2.401 -0.952 -2.698
H -5.547 -2.527 -2.384
H -4.988 -1.679 -1.094
H -5.380 -0.117 -2.742
```

Output
Relative energy (zero: lowest compared OMol25 entry of this formula, charge and spin): 0.0 kJ/mol
Calculated total energy: -84897.67119 eV
Charge: 0
Frontier orbital gap: 7.89 eV
Highest occupied orbital energy: -8.2 eV



Entry 2:
This record from the OMol25 dataset describes C29H32N2O3PS4TeW as an isolated structure. The level of theory is the ωB97M-V functional and the def2-TZVPD basis.

```
73
C29H32N2O3PS4TeW | the OMol25 dataset | the ωB97M-V functional and the def2-TZVPD basis
W 1.453 0.759 -0.716
S 0.761 -0.178 -2.783
C 1.511 -1.785 -2.718
C 0.880 -2.881 -3.294
C 1.503 -4.121 -3.292
C 2.768 -4.272 -2.743
C 3.418 -3.179 -2.187
C 2.773 -1.955 -2.154
S 3.507 -0.447 -1.549
C 4.372 -0.954 -0.022
C 3.567 -0.543 1.175
C 3.670 -1.039 2.436
C 2.680 -0.645 3.390
C 1.746 0.299 3.104
C 1.847 0.999 1.860
C 1.285 2.188 1.429
S -0.648 2.214 -0.889
C -0.005 3.857 -0.896
C -0.810 4.951 -0.586
C -0.284 6.225 -0.688
C 1.025 6.399 -1.121
C 1.819 5.309 -1.433
C 1.321 4.016 -1.311
S 2.397 2.654 -1.670
N 2.618 0.389 0.899
H -0.098 -2.755 -3.740
H 1.001 -4.970 -3.734
H 3.260 -5.234 -2.761
H 4.423 -3.291 -1.799
H 5.344 -0.459 -0.038
H 4.536 -2.029 -0.046
H 4.436 -1.755 2.693
H 2.682 -1.115 4.365
H 1.015 0.613 3.836
H 1.865 2.803 0.762
H 0.487 2.652 1.985
H -1.840 4.808 -0.294
H -0.900 7.080 -0.450
H 1.433 7.397 -1.213
H 2.841 5.449 -1.763
C -2.110 -4.597 1.071
C -1.306 -3.381 0.724
C -1.806 -2.375 -0.093
C -1.025 -1.281 -0.403
N 0.230 -1.119 0.044
C 0.708 -2.081 0.843
C -0.011 -3.204 1.200
H -3.144 -4.496 0.748
H -2.095 -4.778 2.146
H -1.687 -5.479 0.587
H -2.807 -2.434 -0.497
H -1.416 -0.508 -1.050
H 1.717 -1.962 1.203
H 0.451 -3.943 1.842
C -2.268 -0.395 2.963
C -2.204 1.113 2.885
O -1.585 1.503 1.635
P -2.531 2.230 0.538
O -1.290 1.936 -2.275
Te -2.915 3.203 -2.856
O -3.248 0.933 -0.044
C -4.608 0.987 -0.582
C -4.719 -0.031 -1.683
H -2.698 -0.700 3.918
H -1.268 -0.824 2.879
H -2.881 -0.795 2.157
H -1.589 1.535 3.681
H -3.200 1.561 2.968
H -4.799 1.994 -0.957
H -5.278 0.769 0.250
H -4.009 0.197 -2.477
H -5.723 0.003 -2.106
H -4.542 -1.038 -1.303
```

Output
Relative energy (zero: lowest compared OMol25 entry of this formula, charge and spin): 560.7 kJ/mol
Calculated total energy: -101458.41220 eV
Charge: +1
Frontier orbital gap (alpha / beta): 5.75 / 5.75 eV
Highest occupied orbital energy (alpha / beta): -9.3 / -9.3 eV



Entry 3:
This record from the OMol25 dataset describes a 2-piece molecular cluster, C29H32N3O overall in a non-equilibrium geometry. The level of theory is the ωB97M-V functional and the def2-TZVPD basis.

```
65
C29H32N3O | the OMol25 dataset | the ωB97M-V functional and the def2-TZVPD basis
C 0.399 -1.503 -5.948
N 0.407 -0.191 -5.291
C -0.536 0.754 -5.779
C -1.865 0.341 -5.991
C -2.816 1.253 -6.443
C -2.425 2.559 -6.774
C -1.096 2.966 -6.595
C -0.166 2.085 -6.046
C 0.871 -0.111 -3.976
C 1.310 1.112 -3.430
C 1.786 1.174 -2.132
C 1.610 0.075 -1.237
C 1.961 0.162 0.156
C 1.299 -0.626 1.164
C 1.921 -0.897 2.414
C 1.238 -1.512 3.446
C -0.125 -1.867 3.302
N -0.805 -2.625 4.308
C -0.630 -4.071 4.156
C -1.996 -2.150 4.930
C -3.278 -2.661 4.643
C -4.407 -2.040 5.194
C -4.256 -1.020 6.144
C -2.975 -0.594 6.518
C -1.858 -1.121 5.884
C -0.774 -1.574 2.087
C -0.064 -1.033 1.022
C 1.054 -1.120 -1.786
C 0.809 -1.252 -3.140
H 1.308 -2.046 -5.681
H -0.475 -2.096 -5.665
H 0.381 -1.366 -7.033
H -2.139 -0.691 -5.750
H -3.853 0.924 -6.550
H -3.162 3.247 -7.189
H -0.778 3.967 -6.891
H 0.859 2.401 -5.843
H 1.270 2.004 -4.058
H 2.256 2.092 -1.779
H 2.954 0.555 0.387
H 2.964 -0.597 2.547
H 1.727 -1.686 4.410
H -0.873 -4.578 5.092
H -1.268 -4.469 3.354
H 0.418 -4.260 3.905
H -3.386 -3.495 3.943
H -5.405 -2.373 4.891
H -5.141 -0.580 6.605
H -2.845 0.146 7.308
H -0.849 -0.771 6.112
H -1.850 -1.787 2.023
H -0.605 -0.885 0.089
H 0.822 -1.970 -1.145
H 0.472 -2.202 -3.554
O 3.555 4.514 1.014
C 3.862 3.564 2.028
C 2.584 2.809 2.338
N 1.861 2.328 1.140
H 4.282 5.154 0.959
H 4.632 2.865 1.665
H 4.212 4.087 2.933
H 2.836 1.955 2.969
H 1.904 3.462 2.904
H 2.021 3.017 0.401
H 0.856 2.248 1.324
```

Output
Relative energy (zero: lowest compared OMol25 entry of this formula, charge and spin): 110.3 kJ/mol
Calculated total energy: -37102.07867 eV
Charge: +1
Frontier orbital gap: 5.97 eV
Highest occupied orbital energy: -10.4 eV



Entry 4:
This record from the OMol25 dataset describes C29H33AsN2O8RuSSi2 as an isolated structure in a non-equilibrium geometry. The level of theory is the ωB97M-V functional and the def2-TZVPD basis.

```
77
C29H33AsN2O8RuSSi2 | the OMol25 dataset | the ωB97M-V functional and the def2-TZVPD basis
Ru -0.413 -0.336 -0.273
O 1.277 -1.814 3.312
C 0.825 -0.901 2.626
O 0.752 -0.965 1.346
C 0.408 0.379 3.334
C 0.631 0.379 4.713
C 0.385 1.481 5.507
C -0.156 2.622 4.923
C -0.408 2.637 3.569
C -0.114 1.539 2.739
S -0.425 1.827 1.049
H 1.019 -0.532 5.148
H 0.606 1.453 6.568
H -0.379 3.497 5.524
H -0.845 3.510 3.100
O -2.237 -0.715 1.545
C -2.046 -1.900 1.216
O -1.638 -2.263 0.081
C -2.363 -3.003 2.202
C -3.242 -2.766 3.247
C -3.587 -3.771 4.150
C -2.996 -4.995 3.962
O -3.159 -6.150 4.708
C -2.312 -7.112 4.106
O -1.684 -6.549 2.978
C -2.109 -5.232 2.923
C -1.778 -4.260 2.016
H -3.655 -1.772 3.351
H -4.284 -3.598 4.959
H -2.908 -7.984 3.801
H -1.551 -7.439 4.830
H -1.095 -4.426 1.196
C -1.729 0.386 -1.801
C -1.863 1.843 -1.777
C -1.010 2.653 -2.545
C -1.150 4.020 -2.573
C -2.154 4.641 -1.820
C -2.998 3.851 -1.031
C -2.850 2.483 -1.011
C -2.341 6.045 -1.885
N -2.516 7.182 -1.954
H -1.343 0.031 -2.754
H -2.657 -0.126 -1.539
H -0.228 2.170 -3.119
H -0.499 4.630 -3.186
H -3.765 4.334 -0.438
H -3.498 1.874 -0.393
C 1.990 1.551 -4.615
Si 1.811 -0.203 -3.835
C 0.618 -1.104 -5.018
C 3.491 -1.041 -4.249
As 1.615 -0.437 -1.490
Si 2.905 1.396 -0.750
C 2.244 3.182 -0.862
C 4.559 1.527 -1.716
C 3.425 1.042 1.045
H 2.771 1.558 -5.377
H 2.258 2.289 -3.857
H 1.064 1.879 -5.090
H 1.034 -1.158 -6.027
H -0.354 -0.612 -5.074
H 0.453 -2.121 -4.664
H 3.645 -1.159 -5.322
H 3.521 -2.028 -3.783
H 4.320 -0.458 -3.843
H 2.197 3.522 -1.899
H 2.886 3.867 -0.305
H 1.242 3.254 -0.445
H 4.372 1.747 -2.768
H 5.119 0.592 -1.661
H 5.184 2.325 -1.310
H 2.696 1.443 1.750
H 4.400 1.469 1.289
H 3.474 -0.037 1.207
O -1.160 -4.073 -2.947
N -1.341 -2.895 -2.640
O -0.354 -2.172 -2.378
```

Output
Relative energy (zero: lowest compared OMol25 entry of this formula, charge and spin): 119.7 kJ/mol
Calculated total energy: -139979.98194 eV
Charge: -2
Frontier orbital gap (alpha / beta): 6.02 / 5.41 eV
Multiplicity: 5
Highest occupied orbital energy (alpha / beta): -1.9 / -1.9 eV